(A)
# C4H13N3

A structure of composition C4H13N3 (ωB97M-V with the def2-TZVPD basis set, the Open Molecules 2025 dataset).

CARTESIAN COORDINATES (ANGSTROEM)
1 C -0.47 -2.02 -1.46
2 C 0.37 -0.90 -0.87
3 C 0.51 0.38 -1.61
4 N -0.02 3.01 2.79
5 C 0.27 2.90 1.52
6 N 0.49 1.90 0.75
7 N -0.09 -3.28 -0.95
8 H -1.52 -1.77 -1.25
9 H -0.41 -2.01 -2.56
10 H 1.29 -1.22 -0.39
11 H -0.23 0.02 -0.56
12 H -0.11 1.12 -2.13
13 H 1.53 0.54 -1.97
14 H -0.17 3.94 3.15
15 H -0.19 2.23 3.39
16 H 0.35 3.88 1.04
17 H 0.29 0.97 1.13
18 H -0.95 -2.46 0.96
19 H -0.70 -4.09 -1.16
20 H -0.24 -3.13 0.17

Total charge ... +2
LUMO ... -13.314 eV
Orbital gap ... 3.38 eV

Here are the natural (NBO) charges for atoms 1 to 8, given in e: number 1, C, carries -0.287; number 2, C, carries -0.445; number 3, C, carries -0.011; number 4, N, carries -0.724; number 5, C, carries 0.342; number 6, N, carries -0.732; number 7, N, carries -0.401; number 8, H, carries 0.265

=====

(B)
# C4H13N3

A cluster of 2 separate species, C4H13N3 in total (ωB97M-V with the def2-TZVPD basis set, the Open Molecules 2025 dataset).

CARTESIAN COORDINATES (ANGSTROEM)
1 C 0.85 0.07 -0.03
2 C 0.23 2.36 0.43
3 C 2.94 -1.27 -0.14
4 C -1.85 -0.73 0.52
5 N 0.91 1.36 -0.27
6 N 1.50 -1.00 -0.27
7 N -2.85 -0.93 -0.54
8 H -0.41 2.98 -0.22
9 H -0.48 2.03 1.26
10 H 0.92 3.03 1.03
11 H 3.22 -2.21 -0.69
12 H 3.29 -1.33 0.97
13 H 3.54 -0.50 -0.61
14 H -1.18 -1.45 0.85
15 H -2.18 0.03 1.18
16 H 1.64 1.53 -0.99
17 H 1.20 -1.91 -0.53
18 H -2.61 -1.76 -1.16
19 H -2.82 -0.24 -1.27
20 H -3.71 -1.23 -0.02

Total charge ... +2
LUMO (spin up / spin down) ... -8.855 / -8.819 eV
Orbital gap (spin up / spin down) ... 8.15 / 9.35 eV

Here are the natural (NBO) charges for atoms 1 to 8, given in e: number 1, C, carries 0.618; number 2, C, carries -0.464; number 3, C, carries -0.463; number 4, C, carries -0.139; number 5, N, carries -0.525; number 6, N, carries -0.562; number 7, N, carries -0.742; number 8, H, carries 0.252

=====

(C)
# C4H13N3

A cluster of 2 separate species, C4H13N3 in total (ωB97M-V with the def2-TZVPD basis set, the Open Molecules 2025 dataset).

CARTESIAN COORDINATES (ANGSTROEM)
1 C -2.75 -1.14 0.96
2 C -0.42 -0.43 0.77
3 C 2.20 -0.41 -0.93
4 C 0.82 0.32 -1.10
5 N -1.80 -0.53 0.31
6 N -0.50 1.84 0.37
7 N 0.31 0.66 0.22
8 H -2.67 -1.76 1.83
9 H -3.74 -1.27 0.54
10 H -0.34 -0.33 1.89
11 H 0.10 -1.45 0.86
12 H 2.81 0.15 -0.07
13 H 2.30 -1.52 -0.80
14 H 2.80 -0.13 -1.78
15 H 0.17 -0.22 -1.88
16 H 1.30 1.13 -1.64
17 H -1.84 -0.20 -0.67
18 H -0.53 2.46 -0.42
19 H -0.06 2.33 1.14
20 H 1.85 0.49 0.42

Total charge ... +2
LUMO ... -9.117 eV
Orbital gap ... 9.77 eV

Here are the natural (NBO) charges for atoms 1 to 8, given in e: number 1, C, carries 0.183; number 2, C, carries -0.129; number 3, C, carries -0.557; number 4, C, carries -0.309; number 5, N, carries -0.416; number 6, N, carries -0.648; number 7, N, carries -0.283; number 8, H, carries 0.256

=====

Relative energy of each structure, in hartree: (A) 0.2279; (B) 0.0000; (C) 0.0346.

=====

(A)
# C4H13N3

A cluster of 2 separate species, C4H13N3 in total (ωB97M-V with the def2-TZVPD basis set, the Open Molecules 2025 dataset).

CARTESIAN COORDINATES (ANGSTROEM)
1 C 2.44 0.07 -0.18
2 C -1.81 1.38 -0.38
3 C -2.13 -0.90 -0.91
4 C -1.45 -0.22 1.33
5 N 2.78 1.31 -0.17
6 N 3.29 -0.93 -0.01
7 N -1.74 0.16 -0.05
8 H -1.55 2.11 0.28
9 H 1.44 -0.04 -0.40
10 H -1.92 1.58 -1.47
11 H -3.11 -1.26 -0.72
12 H -2.29 -0.83 -2.01
13 H -1.58 -1.90 -0.62
14 H -1.30 -1.30 1.46
15 H -0.62 0.19 1.66
16 H -2.41 0.08 1.85
17 H 3.73 1.45 0.16
18 H 2.22 2.14 -0.24
19 H 4.27 -0.75 0.18
20 H 2.90 -1.87 0.05

Total charge ... +2
LUMO ... -8.146 eV
Orbital gap ... 11.25 eV

Here are the natural (NBO) charges for atoms 1 to 8, given in e: number 1, C, carries 0.402; number 2, C, carries 0.118; number 3, C, carries -0.500; number 4, C, carries -0.432; number 5, N, carries -0.679; number 6, N, carries -0.691; number 7, N, carries -0.211; number 8, H, carries 0.220

=====

(B)
# C4H13N3

A cluster of 2 separate species, C4H13N3 in total (ωB97M-V with the def2-TZVPD basis set, the Open Molecules 2025 dataset).

CARTESIAN COORDINATES (ANGSTROEM)
1 C -0.15 2.58 1.87
2 C -1.02 0.58 0.52
3 C -0.89 -2.02 -2.25
4 C 1.26 -2.23 -1.25
5 N 0.86 3.00 2.63
6 N -0.10 1.37 1.33
7 N 0.04 -1.70 -1.30
8 H -0.91 3.31 1.60
9 H -1.04 -0.36 0.90
10 H -0.68 0.49 -0.51
11 H -1.88 1.19 0.49
12 H -1.53 -1.18 -2.31
13 H -0.69 -2.36 -3.30
14 H -1.54 -2.68 -1.76
15 H 1.54 -3.29 -1.69
16 H 1.86 -1.61 -1.96
17 H 1.73 -2.01 -0.25
18 H 0.97 3.96 2.79
19 H 1.56 2.30 2.83
20 H 0.62 0.63 1.62

Total charge ... +2
LUMO ... -11.391 eV
Orbital gap ... 6.67 eV

Here are the natural (NBO) charges for atoms 1 to 8, given in e: number 1, C, carries 0.401; number 2, C, carries -0.384; number 3, C, carries -0.537; number 4, C, carries -0.556; number 5, N, carries -0.682; number 6, N, carries -0.516; number 7, N, carries 0.141; number 8, H, carries 0.254

=====

Relative energy of each structure, in hartree: (A) 0.0000; (B) 0.1144.

=====

(A)
# C7H15N2

The ion C7H15N2 with charge +1 (ωB97M-V with the def2-TZVPD basis set, the Open Molecules 2025 dataset).

CARTESIAN COORDINATES (ANGSTROEM)
1 C 0.23 0.06 2.94
2 C -0.70 0.78 1.94
3 N -0.20 1.18 0.86
4 C -0.89 1.71 -0.29
5 C -1.12 0.74 -1.43
6 C 0.16 0.03 -2.05
7 C 0.80 -0.86 -1.00
8 C 0.10 -2.00 -0.40
9 N 2.02 -0.54 -0.71
10 H 0.08 0.56 3.90
11 H 0.11 -1.01 2.72
12 H 1.28 0.25 2.40
13 H -1.78 1.15 2.27
14 H -0.27 2.60 -0.67
15 H -1.84 2.24 -0.06
16 H -1.77 1.10 -2.18
17 H -1.66 -0.15 -0.90
18 H -0.30 -0.71 -2.87
19 H 0.97 0.68 -2.49
20 H 0.19 -2.91 -1.01
21 H -0.93 -1.88 -0.48
22 H 0.41 -2.29 0.56
23 H 2.58 0.27 -1.08
24 H 2.52 -0.99 0.03

Total charge ... +1
LUMO ... -4.093 eV
SMILES ... C/C=N/CCCC(C)=[NH2+]
Orbital gap ... 8.63 eV

Here are the natural (NBO) charges for atoms 1 to 8, given in e: number 1, C, carries -0.669; number 2, C, carries 0.174; number 3, N, carries -0.492; number 4, C, carries -0.263; number 5, C, carries -0.370; number 6, C, carries -0.483; number 7, C, carries 0.548; number 8, C, carries -0.719

=====

(B)
# C7H15N2

A cluster of 2 separate species, C7H15N2 in total (ωB97M-V with the def2-TZVPD basis set, the Open Molecules 2025 dataset).

CARTESIAN COORDINATES (ANGSTROEM)
1 C -3.09 -0.42 -0.46
2 C -2.71 1.01 -0.38
3 C 2.17 0.82 -0.37
4 C -1.31 -0.42 0.95
5 C 1.73 -0.25 -1.04
6 C 2.54 0.88 1.07
7 C 1.69 -1.76 -0.59
8 N -2.43 -1.04 0.51
9 N -1.26 0.93 0.22
10 H -3.89 -0.94 -1.05
11 H 1.57 0.00 -2.16
12 H -2.67 1.45 -1.30
13 H -3.22 1.62 0.34
14 H 2.27 1.74 -1.06
15 H -0.37 -0.79 1.48
16 H 2.31 1.88 1.51
17 H 3.56 0.87 1.28
18 H 2.02 0.30 1.81
19 H 1.71 -1.93 0.49
20 H 2.42 -2.30 -1.22
21 H 0.76 -2.05 -1.08
22 H -2.42 -2.02 0.78
23 H -0.43 0.71 -0.47
24 H -0.93 1.71 0.74

Total charge ... +1
LUMO (spin up / spin down) ... -3.474 / -3.428 eV
Orbital gap (spin up / spin down) ... 8.20 / 8.16 eV

Here are the natural (NBO) charges for atoms 1 to 8, given in e: number 1, C, carries -0.139; number 2, C, carries -0.226; number 3, C, carries -0.215; number 4, C, carries -0.065; number 5, C, carries -0.225; number 6, C, carries -0.688; number 7, C, carries -0.669; number 8, N, carries -0.389

=====

Relative energy of each structure, in hartree: (A) 0.0000; (B) 0.1024.

=====

(A)
# C5H4N2

An isolated molecule of C5H4N2 (ωB97M-V with the def2-TZVPD basis set, the Open Molecules 2025 dataset).

CARTESIAN COORDINATES (ANGSTROEM)
1 C 2.82 0.84 0.07
2 C 1.68 0.44 0.01
3 C 0.34 -0.01 -0.08
4 C -0.24 -0.99 -0.87
5 C -1.64 -0.88 -0.40
6 N -1.83 0.22 0.53
7 N -0.65 0.67 0.63
8 H 3.83 1.17 0.11
9 H -1.56 -1.89 0.07
10 H -2.49 -0.92 -1.08
11 H -0.48 1.52 1.17

Total charge ... 0
LUMO ... -0.430 eV
Orbital gap ... 8.20 eV

Here are the natural (NBO) charges for atoms 1 to 8, given in e: number 1, C, carries -0.191; number 2, C, carries -0.051; number 3, C, carries -0.158; number 4, C, carries -0.107; number 5, C, carries -0.453; number 6, N, carries -0.117; number 7, N, carries -0.168; number 8, H, carries 0.237

=====

(B)
# C5H4N2

A structure of composition C5H4N2 (ωB97M-V with the def2-TZVPD basis set, the Open Molecules 2025 dataset).

CARTESIAN COORDINATES (ANGSTROEM)
1 C 1.28 0.59 -0.36
2 C 1.46 -0.57 0.37
3 C 0.15 -0.62 0.84
4 C -0.89 -1.15 -0.08
5 C -1.01 -0.06 -0.84
6 N -0.08 1.02 -0.50
7 N -0.35 0.51 1.44
8 H 2.01 1.24 -0.83
9 H -1.37 -2.12 -0.14
10 H -1.66 0.12 -1.69
11 H 0.44 1.06 1.79

Total charge ... 0
LUMO (spin up / spin down) ... -1.713 / -1.716 eV
Orbital gap (spin up / spin down) ... 7.35 / 7.35 eV

Here are the natural (NBO) charges for atoms 1 to 8, given in e: number 1, C, carries -0.175; number 2, C, carries -0.127; number 3, C, carries 0.221; number 4, C, carries -0.247; number 5, C, carries -0.042; number 6, N, carries -0.221; number 7, N, carries -0.461; number 8, H, carries 0.222

=====

Relative energy of each structure, in hartree: (A) 0.0000; (B) 0.0940.